The following is a DFT calculation (ωB97M-V/def2-TZVPD) of 12 unconnected molecules or ions with the total composition C23H72N12O12 in a non-equilibrium geometry.

Positions of all 119 atoms, in Å:
C (-15.225, -19.041, 21.595)
O (-14.154, -19.122, 20.684)
C (-13.601, -17.851, 20.347)
C (-13.064, -17.946, 18.922)
C (-12.344, -16.685, 18.484)
N (-14.185, -18.361, 18.011)
H (-14.839, -18.744, 22.578)
H (-15.697, -20.019, 21.673)
H (-16.012, -18.339, 21.296)
H (-14.414, -17.118, 20.354)
H (-12.769, -17.599, 21.005)
H (-12.351, -18.783, 18.892)
H (-12.995, -15.808, 18.480)
H (-12.095, -16.781, 17.421)
H (-11.432, -16.546, 19.062)
H (-13.730, -18.854, 17.251)
H (-14.686, -19.037, 18.579)
C (-6.945, -23.387, 19.750)
O (-7.394, -22.083, 20.108)
C (-7.929, -21.355, 18.999)
C (-8.000, -19.922, 19.445)
C (-8.815, -19.020, 18.504)
N (-6.645, -19.309, 19.478)
H (-7.654, -23.885, 19.086)
H (-7.066, -23.903, 20.710)
H (-5.896, -23.379, 19.454)
H (-7.187, -21.420, 18.191)
H (-8.887, -21.800, 18.718)
H (-8.433, -19.778, 20.435)
H (-9.885, -18.982, 18.738)
H (-8.839, -19.401, 17.471)
H (-8.440, -18.001, 18.458)
H (-6.275, -19.267, 18.519)
H (-5.962, -20.053, 19.716)
N (-6.796, -21.990, 14.978)
C (-5.856, -22.994, 15.113)
N (-5.033, -22.805, 16.194)
O (-5.856, -24.003, 14.432)
H (-6.932, -21.281, 15.674)
H (-7.069, -21.797, 14.029)
H (-4.377, -23.494, 16.511)
H (-4.866, -21.860, 16.510)
N (-9.777, -24.317, 21.234)
C (-10.886, -23.531, 21.367)
N (-10.802, -22.615, 22.390)
O (-11.828, -23.629, 20.595)
H (-9.829, -24.945, 20.452)
H (-9.057, -24.416, 21.924)
H (-9.892, -22.392, 22.761)
H (-11.633, -22.226, 22.790)
N (-6.966, -14.919, 22.318)
C (-7.082, -14.768, 20.947)
N (-6.880, -15.943, 20.272)
O (-7.396, -13.737, 20.362)
H (-6.846, -14.080, 22.856)
H (-6.533, -15.782, 22.594)
H (-6.745, -15.913, 19.273)
H (-6.560, -16.751, 20.780)
N (-5.347, -18.625, 14.941)
C (-4.870, -18.761, 16.203)
N (-4.599, -17.600, 16.858)
O (-4.750, -19.870, 16.741)
H (-5.512, -19.478, 14.433)
H (-5.282, -17.766, 14.429)
H (-4.705, -17.655, 17.858)
H (-4.790, -16.711, 16.435)
N (-9.142, -16.141, 16.482)
C (-8.110, -15.525, 17.106)
N (-8.309, -14.206, 17.428)
O (-7.068, -16.107, 17.428)
H (-9.091, -17.136, 16.359)
H (-10.023, -15.686, 16.339)
H (-9.265, -13.905, 17.421)
H (-7.613, -13.836, 18.058)
C (-3.208, -22.639, 20.864)
C (-3.107, -21.904, 19.557)
O (-4.246, -21.027, 19.444)
H (-3.684, -22.007, 21.616)
H (-2.275, -22.996, 21.300)
H (-3.814, -23.541, 20.743)
H (-3.152, -22.600, 18.713)
H (-2.215, -21.282, 19.451)
H (-4.268, -20.680, 18.541)
C (-10.694, -17.566, 22.750)
C (-9.475, -18.155, 23.422)
O (-8.523, -17.136, 23.561)
H (-10.364, -16.806, 22.040)
H (-11.349, -17.060, 23.469)
H (-11.353, -18.288, 22.271)
H (-9.129, -18.989, 22.787)
H (-9.674, -18.682, 24.367)
H (-7.673, -17.479, 23.852)
C (-4.638, -18.822, 23.863)
C (-4.894, -19.173, 22.419)
O (-5.911, -18.286, 21.922)
H (-3.787, -19.363, 24.278)
H (-5.507, -19.032, 24.492)
H (-4.406, -17.758, 23.891)
H (-5.110, -20.195, 22.098)
H (-3.982, -18.895, 21.866)
H (-6.233, -18.636, 21.045)
C (-5.486, -26.695, 18.397)
C (-4.629, -27.476, 19.366)
O (-5.269, -27.494, 20.647)
H (-5.724, -25.730, 18.843)
H (-6.419, -27.185, 18.100)
H (-5.088, -26.491, 17.396)
H (-3.637, -27.052, 19.535)
H (-4.393, -28.484, 19.002)
H (-6.031, -28.076, 20.556)
C (-7.829, -22.924, 25.388)
C (-7.002, -22.103, 24.406)
O (-7.808, -21.975, 23.214)
H (-8.585, -22.309, 25.878)
H (-7.228, -23.484, 26.105)
H (-8.424, -23.677, 24.866)
H (-6.067, -22.589, 24.120)
H (-6.828, -21.081, 24.755)
H (-7.258, -21.884, 22.426)

Values from the calculation:
2S+1: 1
SMILES: COC[C@H](C)N.COC[C@H](C)N.NC(N)=O.NC(N)=O.NC(N)=O.NC(N)=O.NC(N)=O.CCO.CCO.CCO.CCO.CCO
E_LUMO, eV: 0.24
HOMO energy, eV: -9.2

***

The following is a DFT calculation (ωB97M-V/def2-TZVPD) of a gas-phase ion, C4H10NO (charge +1) in a non-equilibrium geometry.

Positions of all 16 atoms, in Å:
C (1.993, -0.142, -0.424)
C (0.698, 0.556, -0.049)
N (0.081, 0.162, 1.210)
C (-0.518, -0.248, -0.188)
C (-1.981, 0.380, -0.425)
O (-0.333, -1.546, -0.508)
H (2.060, -1.130, -0.026)
H (2.755, 0.489, 0.040)
H (2.050, -0.209, -1.492)
H (0.717, 1.627, -0.103)
H (0.554, -0.597, 1.813)
H (-0.401, 0.797, 1.870)
H (-2.746, -0.277, -0.406)
H (-1.782, 1.023, -1.370)
H (-2.022, 1.098, 0.417)
H (-1.125, -1.982, -0.360)

Values from the calculation:
Charge: +1
2S+1: 1
SMILES: C[C@@H]1[NH2+][C@]1(C)O
E_LUMO, eV: -3.30
HOMO energy, eV: -15.9

***

The following is a DFT calculation (ωB97M-V/def2-TZVPD) of 6 unconnected molecules or ions with the total composition C26H62N2O6 in a non-equilibrium geometry.

Positions of all 96 atoms, in Å:
C (25.207, 7.006, -16.674)
C (25.164, 7.665, -15.326)
C (23.750, 8.066, -14.757)
C (25.987, 8.943, -15.496)
C (26.486, 9.517, -14.162)
C (27.464, 8.513, -13.672)
C (26.859, 7.090, -13.474)
C (28.009, 6.091, -13.534)
C (26.254, 6.987, -12.011)
N (25.832, 6.667, -14.436)
O (25.101, 5.682, -14.132)
H (24.518, 6.147, -16.561)
H (26.207, 6.597, -16.992)
H (24.736, 7.710, -17.403)
H (23.070, 7.297, -14.740)
H (23.332, 8.795, -15.465)
H (23.743, 8.400, -13.684)
H (26.749, 8.909, -16.316)
H (25.438, 9.840, -15.899)
H (26.922, 10.507, -14.306)
H (25.753, 9.644, -13.434)
H (28.246, 8.430, -14.364)
H (27.839, 8.869, -12.724)
H (28.233, 5.828, -14.614)
H (27.554, 5.130, -13.163)
H (28.961, 6.242, -13.116)
H (26.979, 7.229, -11.268)
H (25.783, 6.039, -11.779)
H (25.384, 7.691, -11.970)
H (24.556, 6.033, -13.386)
C (23.817, 4.068, -17.795)
C (22.387, 4.259, -17.960)
C (22.128, 4.756, -19.414)
C (21.835, 5.174, -16.818)
C (21.889, 4.526, -15.491)
C (21.058, 3.281, -15.353)
C (21.467, 2.260, -16.416)
C (22.854, 1.592, -16.074)
C (20.441, 1.140, -16.443)
N (21.747, 2.937, -17.731)
O (21.930, 2.124, -18.663)
H (24.226, 4.101, -16.866)
H (24.370, 4.865, -18.384)
H (24.102, 3.115, -18.237)
H (22.441, 5.831, -19.432)
H (21.024, 4.762, -19.657)
H (22.659, 4.141, -20.063)
H (22.450, 6.133, -16.804)
H (20.778, 5.397, -17.127)
H (22.910, 4.302, -15.306)
H (21.663, 5.100, -14.610)
H (21.196, 3.081, -14.302)
H (20.074, 3.531, -15.444)
H (22.884, 1.023, -15.211)
H (23.652, 2.295, -15.896)
H (23.244, 0.863, -16.748)
H (19.416, 1.412, -16.820)
H (20.345, 0.699, -15.441)
H (20.738, 0.359, -17.151)
H (21.296, 2.221, -19.424)
C (23.978, 0.926, -20.873)
C (24.500, 0.477, -19.484)
O (23.492, -0.240, -18.817)
H (23.875, 0.151, -21.529)
H (24.606, 1.728, -21.357)
H (22.951, 1.360, -20.683)
H (24.820, 1.325, -18.887)
H (25.406, -0.195, -19.694)
H (22.829, 0.380, -18.594)
C (25.671, 1.605, -11.532)
C (25.670, 2.800, -12.455)
O (24.951, 2.444, -13.592)
H (24.728, 1.143, -11.506)
H (26.023, 1.787, -10.488)
H (26.228, 0.831, -11.937)
H (26.684, 2.899, -12.694)
H (25.158, 3.760, -12.164)
H (25.382, 2.866, -14.341)
C (27.523, 2.515, -17.152)
C (27.485, 3.621, -16.133)
O (26.237, 3.612, -15.600)
H (27.185, 1.633, -16.691)
H (28.529, 2.230, -17.600)
H (26.699, 2.822, -17.918)
H (27.629, 4.545, -16.756)
H (28.353, 3.440, -15.399)
H (26.043, 4.476, -15.223)
C (25.470, -0.296, -15.379)
C (26.561, -0.935, -16.335)
O (26.362, -2.290, -16.609)
H (25.640, -0.311, -14.301)
H (24.585, -0.775, -15.649)
H (25.442, 0.736, -15.528)
H (27.565, -0.786, -15.912)
H (26.346, -0.347, -17.314)
H (25.512, -2.317, -17.074)

Values from the calculation:
2S+1: 1
SMILES: CC1(C)CCCC(C)(C)N1O.CC1(C)CCCC(C)(C)N1O.CCO.CCO.CCO.CCO
E_LUMO, eV: 0.49
HOMO energy, eV: -7.5

***

The following is a DFT calculation (ωB97M-V/def2-TZVPD) of 4 unconnected molecules or ions with the total composition C24H51IN4O7P in a non-equilibrium geometry.

Positions of all 88 atoms, in Å:
C (2.278, 4.712, 2.069)
C (2.377, 4.703, 0.499)
O (2.192, 3.337, 0.098)
P (1.798, 3.206, -1.517)
O (1.576, 4.552, -2.185)
C (0.173, 2.264, -1.711)
C (-0.687, 2.605, -0.437)
C (-0.916, 1.400, 0.555)
I (-2.592, 0.243, -0.289)
C (-1.299, 2.011, 1.944)
C (-1.395, 0.996, 3.134)
C (-1.131, 1.847, 4.459)
C (-2.862, 0.457, 3.305)
N (-0.380, -0.080, 3.121)
O (-0.874, -1.260, 2.977)
C (0.757, 0.189, 2.222)
C (1.608, -1.144, 2.178)
C (1.758, 1.267, 2.794)
C (0.340, 0.463, 0.734)
O (3.077, 2.491, -2.310)
C (3.531, 1.274, -1.675)
C (3.033, 0.019, -2.493)
H (1.277, 4.305, 2.334)
H (2.274, 5.757, 2.446)
H (3.088, 4.131, 2.544)
H (1.593, 5.389, 0.139)
H (3.399, 5.068, 0.263)
H (-0.318, 2.594, -2.642)
H (0.404, 1.186, -1.829)
H (-0.309, 3.475, 0.137)
H (-1.691, 2.907, -0.804)
H (-2.278, 2.533, 1.861)
H (-0.558, 2.817, 2.149)
H (-0.216, 1.505, 4.983)
H (-0.979, 2.920, 4.208)
H (-2.004, 1.815, 5.140)
H (-3.134, -0.289, 2.543)
H (-2.917, -0.024, 4.298)
H (-3.572, 1.303, 3.264)
H (1.732, -1.502, 3.220)
H (1.177, -1.902, 1.505)
H (2.627, -0.885, 1.806)
H (2.388, 1.559, 1.926)
H (1.200, 2.155, 3.134)
H (2.402, 0.817, 3.569)
H (1.249, 0.806, 0.207)
H (0.057, -0.527, 0.318)
H (4.639, 1.324, -1.665)
H (3.192, 1.156, -0.626)
H (2.604, 0.419, -3.430)
H (2.264, -0.489, -1.884)
H (3.907, -0.631, -2.648)
C (4.597, -2.859, 0.215)
O (4.260, -2.187, -0.738)
N (4.089, -4.073, 0.525)
C (4.536, -4.822, 1.682)
C (3.063, -4.640, -0.331)
H (5.366, -2.518, 0.926)
H (4.948, -5.781, 1.357)
H (3.689, -5.001, 2.348)
H (5.304, -4.272, 2.224)
H (3.453, -4.745, -1.346)
H (2.201, -3.970, -0.359)
H (2.755, -5.614, 0.044)
C (0.128, -0.685, -5.286)
O (0.198, -0.463, -4.096)
N (0.330, -1.893, -5.861)
C (0.231, -2.090, -7.293)
C (0.655, -3.025, -5.011)
H (-0.112, 0.107, -6.014)
H (-0.548, -2.826, -7.505)
H (1.187, -2.456, -7.675)
H (-0.017, -1.156, -7.794)
H (-0.151, -3.182, -4.292)
H (1.574, -2.814, -4.461)
H (0.788, -3.922, -5.613)
C (-6.405, 0.138, 1.448)
O (-6.113, 0.207, 2.623)
N (-7.268, -0.758, 0.912)
C (-7.569, -0.781, -0.505)
C (-7.909, -1.722, 1.788)
H (-5.973, 0.823, 0.701)
H (-8.639, -0.616, -0.651)
H (-7.293, -1.754, -0.918)
H (-7.015, -0.003, -1.029)
H (-8.484, -1.194, 2.550)
H (-7.146, -2.324, 2.285)
H (-8.570, -2.369, 1.215)

Values from the calculation:
2S+1: 2
<S²>: 0.754
E_LUMO (spin up / spin down), eV: 0.39 / 0.39
HOMO energy (spin up / spin down), eV: -8.2 / -9.0

***

no.,E_tot (eV)
1,-67473.4188
2,-7839.6421
3,-43224.4611
4,-63396.7475